Record 1
The following is a quantum chemistry calculation of C32H25FeN3O3P as an isolated structure, from the Open Molecules 2025 dataset.

```
65
Properties=species:S:1:pos:R:3:forces:R:3:lowdin_charge:R:1
Fe 13.01071 10.00076 8.69083 -0.271 0.176 -0.505 1.026
O 8.87535 10.77161 5.39036 1.776 1.304 0.330 0.027
C 8.81096 9.50014 5.78055 0.096 -1.164 -0.450 -0.313
C 7.71002 8.78676 5.36402 -2.383 -0.624 -1.287 -0.029
C 7.52438 7.40622 5.61903 1.062 0.509 0.572 -0.070
C 8.55457 6.76282 6.34149 -0.038 -2.307 -0.704 -0.106
C 9.75475 7.41389 6.63965 -1.674 -1.248 0.586 -0.039
C 9.81805 8.76681 6.42012 1.713 0.806 0.789 -0.097
C 11.05238 9.41209 6.92891 -1.270 -1.196 -1.160 -0.456
O 11.90378 8.72326 7.57854 0.853 0.191 1.153 -0.100
N 11.18312 10.64299 6.56688 0.438 2.314 -0.005 0.063
N 12.33327 11.15582 7.10220 0.822 -0.742 0.282 -0.068
C 12.85806 12.25344 6.74191 0.498 1.328 0.125 -0.056
C 14.20372 12.68081 7.09748 0.819 -1.572 1.034 -0.143
C 14.66071 13.96755 6.83758 -0.903 1.619 0.335 -0.077
C 15.92983 14.42972 7.09931 1.130 -0.626 -0.023 -0.089
C 16.81753 13.50912 7.72147 0.030 0.801 -0.063 -0.090
C 16.41346 12.25387 8.09420 -0.674 0.335 -0.324 -0.033
C 15.11060 11.79063 7.76966 0.056 0.508 0.684 -0.327
O 14.74456 10.63638 8.27494 -0.271 -0.525 -0.134 -0.176
H 9.83712 11.11068 5.58296 -1.662 -0.812 0.062 0.111
H 6.98879 9.37481 4.72285 0.688 -0.870 0.878 0.133
H 6.66993 6.79477 5.25662 0.595 0.894 0.301 0.108
H 8.49496 5.62257 6.52038 -0.025 2.032 -0.243 0.120
H 10.56589 6.86436 7.14736 -0.497 0.606 -0.421 0.125
H 12.31918 13.00324 6.18113 -0.441 -0.191 -0.621 0.129
H 13.88831 14.73244 6.69452 0.178 -0.289 -0.861 0.117
H 16.28178 15.43906 6.80805 -0.523 -0.726 0.442 0.109
H 17.81967 13.80046 8.04645 -0.277 0.188 -0.311 0.105
H 17.05172 11.70827 8.76804 -0.030 -0.567 -0.158 0.113
N 12.12938 10.61072 10.15766 0.196 -1.450 -1.328 -0.311
P 11.85172 11.92366 10.89791 1.158 0.971 0.860 0.751
C 13.32553 12.51847 11.79679 1.241 0.554 0.813 -0.253
C 14.44578 13.16703 11.18498 -0.524 -0.172 -1.163 -0.079
C 15.59147 13.47826 11.90482 -0.496 0.179 -0.343 -0.079
C 15.56428 13.20483 13.27163 2.866 1.744 0.604 -0.116
C 14.54164 12.62509 13.94914 -0.804 -0.806 -1.456 -0.080
C 13.45056 12.23039 13.17205 0.125 0.216 -0.214 -0.076
C 10.64992 11.71585 12.21373 -1.186 0.935 0.207 -0.300
C 10.27346 12.86215 12.96321 0.847 0.864 -0.841 -0.091
C 9.29999 12.81304 13.92388 -0.722 -0.407 0.480 -0.081
C 8.56006 11.63369 14.01922 -0.169 0.115 1.453 -0.095
C 8.85539 10.52763 13.27352 1.085 -0.081 -0.737 -0.078
C 9.94761 10.52634 12.38473 -0.385 0.662 0.108 -0.051
C 11.38161 13.32476 9.84096 -0.636 1.671 0.767 -0.281
C 11.69609 14.64880 10.18020 -0.191 1.431 -1.435 -0.061
C 11.30313 15.73493 9.28950 0.499 -1.810 1.086 -0.072
C 10.55882 15.48581 8.16155 -0.697 -1.442 -0.672 -0.074
C 10.12194 14.13719 7.88967 1.071 0.947 1.526 -0.055
C 10.52245 13.12311 8.74781 0.887 -0.841 -0.156 -0.103
H 14.45652 13.43751 10.09623 -0.319 -0.420 1.019 0.114
H 16.45616 13.98723 11.39695 -1.007 -0.668 0.748 0.124
H 16.43580 13.57937 13.84377 -0.432 -0.479 -0.255 0.112
H 14.59848 12.34401 14.98244 0.025 0.187 0.323 0.105
H 12.72319 11.68082 13.72047 -0.899 -0.306 -0.075 0.093
H 10.72788 13.85175 12.72792 -0.039 -0.947 0.316 0.116
H 9.05630 13.61565 14.63227 0.272 -0.083 -0.696 0.114
H 7.81564 11.52779 14.82022 0.093 0.221 -0.553 0.112
H 8.26492 9.65789 13.40201 -0.383 -0.801 0.029 0.093
H 10.20991 9.66451 11.78661 -0.009 -0.066 0.027 0.098
H 12.30310 14.95488 11.03799 -0.196 -0.491 -0.227 0.102
H 11.63828 16.73759 9.49082 0.060 0.155 0.206 0.094
H 10.32106 16.29930 7.46438 -0.009 -0.407 0.346 0.107
H 9.51610 13.85762 7.06477 -0.428 0.139 -0.741 0.093
H 10.38824 12.05362 8.54589 -0.710 0.534 -0.328 0.090
```
Forces are in eV/Å.

Properties
DFT total energy: -87877.67159 eV
highest occupied orbital energy (alpha / beta): -7.896 / -7.979 eV
spin multiplicity: 6
Kohn-Sham gap (alpha / beta): 7.88 / 7.16 eV

Record 2
The following is a quantum chemistry calculation of one molecule with the formula C20H18N2O5, from the Open Molecules 2025 dataset.

```
45
Properties=species:S:1:pos:R:3:forces:R:3:lowdin_charge:R:1
C -4.53999 3.50119 3.52775 -1.319 -0.849 0.284 -0.070
C -4.08067 1.99879 3.24502 -0.230 1.771 2.591 -0.228
O -2.64656 2.04617 3.17961 1.663 -1.555 -1.802 -0.075
C -1.90618 1.07376 2.42772 -1.065 -0.779 0.046 -0.200
C -0.51057 0.94477 2.46288 0.150 -1.458 -1.032 0.027
C 0.21016 -0.13038 1.74100 0.007 1.566 2.058 0.007
C -0.44105 -1.15881 1.09147 -3.258 0.238 -0.321 -0.167
C 0.15090 -2.36783 0.44409 0.986 2.257 -1.492 -0.283
O 1.35445 -2.42871 0.47349 0.553 -1.120 0.308 0.112
C -0.57057 -3.24145 -0.64037 0.561 1.986 -0.423 -0.023
O 0.16524 -3.05359 -1.91288 -1.136 1.167 0.939 0.019
C -0.29327 -2.02074 -2.69969 -0.980 -0.665 -2.551 -0.458
O -1.42201 -1.60319 -2.84712 0.232 -0.798 1.917 0.103
C 0.72516 -1.46943 -3.71284 -0.153 0.728 1.198 -0.041
C 1.96127 -1.30221 -2.91270 3.896 0.688 -0.594 -0.213
N 3.01562 -2.03966 -3.29933 -2.408 1.018 0.833 0.105
N 4.19168 -1.89023 -2.67678 0.758 0.063 0.907 0.050
C 4.48149 -0.92202 -1.70239 0.410 0.031 -1.039 -0.415
O 5.61752 -0.86067 -1.28390 0.222 -0.001 0.570 0.053
C 3.41378 0.05614 -1.39415 -0.228 0.941 1.208 -0.065
C 3.67529 1.16693 -0.48000 1.350 -1.049 -1.414 0.031
C 2.67051 2.12654 -0.32494 0.611 -3.479 -1.448 -0.102
C 1.40142 1.97668 -0.82313 -1.504 -2.453 -1.496 -0.054
C 1.08973 0.76057 -1.52773 -0.189 0.791 -0.673 -0.003
C 2.11752 -0.13980 -1.94011 0.285 -0.511 0.455 -0.080
C -1.84227 -0.93516 0.95635 -0.306 0.832 0.759 -0.011
C -2.53453 0.10451 1.60992 0.899 -0.412 -0.904 -0.015
H -4.18754 3.93061 4.48566 0.277 -0.517 -0.581 0.069
H -5.68340 3.56427 3.63213 1.546 -0.342 -0.400 0.091
H -4.24483 4.15708 2.70115 0.011 -0.204 0.183 0.065
H -4.36098 1.36125 4.12301 0.240 0.434 -0.633 0.129
H -4.65061 1.63499 2.42227 0.260 -0.316 -1.128 0.087
H 0.01226 1.62899 3.08989 0.689 0.368 0.140 0.099
H 1.31077 -0.15413 1.81539 -0.671 0.069 0.062 0.124
H -1.60941 -3.04694 -0.81095 -0.481 0.352 -0.019 0.099
H -0.47423 -4.21756 -0.30544 0.460 -2.074 0.072 0.108
H 0.28028 -0.45566 -3.98462 0.697 -1.432 0.014 0.148
H 0.93135 -2.09763 -4.59981 -0.407 0.173 0.649 0.140
H 4.98568 -2.57080 -2.87012 -1.729 1.272 0.110 0.188
H 4.77238 1.30313 -0.04215 -2.728 -0.435 -0.956 0.163
H 2.83796 2.85554 0.31791 0.927 3.663 2.584 0.054
H 0.61023 2.72992 -0.67482 0.524 -0.556 0.106 0.118
H 0.04101 0.53857 -1.85357 1.027 0.492 0.301 0.119
H -2.48067 -1.51742 0.29145 0.397 -0.170 0.243 0.107
H -3.54431 0.16363 1.28138 -0.844 0.273 0.369 0.090
```
Forces are in eV/Å.

Properties
DFT total energy: -34246.77667 eV
highest occupied orbital energy: -8.556 eV
structure (SMILES): CCOc1ccc(C(=O)COC(=O)Cc2n[nH]c(=O)c3ccccc23)cc1
Kohn-Sham gap: 8.37 eV

Record 3
The following is a quantum chemistry calculation of one molecule with the formula C6H7N3O, from the Open Molecules 2025 dataset.

```
17
Properties=species:S:1:pos:R:3:forces:R:3:lowdin_charge:R:1
C -1.04014 -2.64002 0.03811 -2.998 -0.441 0.712 -0.171
C -0.96896 -1.58841 0.89830 -1.009 0.605 -0.759 -0.058
C 0.98662 1.78129 -0.74269 -0.268 -0.275 -0.618 -0.096
C 1.56043 1.01032 0.15267 0.320 0.109 1.030 -0.054
C -0.47539 1.85376 -0.78453 -0.937 -0.673 -0.431 -0.310
C 0.59149 0.28829 1.02569 -2.293 1.593 -3.310 -0.007
N 0.06360 -2.70239 -0.68698 1.147 -1.527 -1.163 -0.015
N 0.87250 -1.78594 -0.38812 -0.191 2.252 0.454 0.073
N 0.19584 -0.96918 0.53810 -0.055 -1.194 1.307 -0.101
O -0.93951 1.32898 0.41373 2.006 -2.347 1.377 -0.148
H -1.98171 -3.21174 -0.16323 1.466 0.203 0.252 0.118
H -1.84997 -1.19004 1.44654 1.427 0.040 -0.194 0.142
H 1.45620 2.25051 -1.54976 1.321 0.838 -0.810 0.097
H 2.64047 1.00422 0.27810 -0.247 -0.482 0.030 0.117
H -0.80113 2.90715 -0.77107 0.008 -0.203 -0.740 0.121
H -0.81942 1.27450 -1.77925 0.335 1.196 1.952 0.163
H 0.50909 0.38869 2.07439 -0.031 0.304 0.913 0.130
```
Forces are in eV/Å.

Properties
DFT total energy: -12848.73677 eV
highest occupied orbital energy: -9.453 eV
Kohn-Sham gap: 9.43 eV

Record 4
The following is a quantum chemistry calculation of C28H38N4OP2Pd as an isolated structure, from the Open Molecules 2025 dataset.

```
74
Properties=species:S:1:pos:R:3:forces:R:3:lowdin_charge:R:1
Pd 0.19654 0.24977 2.45898 0.579 -0.585 0.177 0.477
C -1.96853 1.71155 -3.97279 -0.616 0.309 -0.066 -0.116
C -2.08857 0.41903 -3.68656 -0.833 0.063 -0.463 -0.136
C -1.30542 -0.66865 -4.35279 0.093 -0.050 0.040 -0.173
C 0.19128 -0.34956 -4.57626 -0.212 -0.397 -0.614 -0.176
C 0.85478 0.45744 -3.51010 0.523 -0.098 0.142 -0.134
C 0.90521 1.78672 -3.51481 0.621 0.055 -0.355 -0.103
C 0.34746 2.60336 -4.64750 -0.388 0.457 -0.083 -0.172
C -1.11329 2.27666 -5.05681 0.152 0.123 -0.289 -0.173
C 1.58130 0.86223 3.91179 0.560 0.295 0.423 -0.250
H -2.60297 2.46670 -3.50316 0.104 -0.477 -0.180 0.088
H -2.94451 0.05642 -3.10480 0.468 0.456 -0.050 0.091
H -1.77330 -0.86657 -5.32766 0.161 -0.178 0.121 0.128
H -1.39437 -1.59534 -3.77286 -0.048 0.077 -0.041 0.098
H 0.70508 -1.31464 -4.70457 0.005 0.371 -0.035 0.119
H 0.26199 0.18882 -5.52748 0.264 -0.229 0.168 0.104
H 1.43119 -0.11825 -2.78459 -0.124 0.288 -0.070 0.067
H 1.50410 2.34302 -2.78349 -0.270 -0.333 -0.027 0.094
H 0.95300 2.46085 -5.55272 0.147 0.085 0.270 0.125
H 0.39213 3.67134 -4.40561 0.154 -0.228 0.046 0.109
H -1.57893 3.21692 -5.40719 0.200 -0.560 -0.002 0.124
H -1.10830 1.56297 -5.89173 -0.063 0.379 0.081 0.109
H 0.92711 1.54166 4.46862 0.529 0.136 0.032 -0.011
H 2.46959 1.36391 3.50979 -0.095 -0.042 0.488 -0.031
H 1.83357 -0.03880 4.49548 0.048 0.497 -0.196 0.002
P 1.75441 -0.41173 0.95604 -0.796 -0.499 2.176 0.898
P -1.31849 -0.90167 1.28628 0.294 1.906 0.563 0.889
N 2.76810 0.86685 0.42440 0.911 1.098 -0.741 -0.174
N 2.88458 -1.57643 1.54198 -0.214 0.311 -0.072 -0.233
N -2.25527 0.41931 0.64123 -0.191 -0.209 -0.128 -0.237
N -2.65860 -1.81344 1.85936 -1.587 -1.701 -0.082 -0.178
C 0.89130 -1.18629 -0.41815 0.623 -0.155 -0.713 -0.349
C -0.48271 -1.78892 -0.06048 -0.431 -0.568 -0.419 -0.319
C 2.61882 2.18207 0.90042 -0.223 -2.004 -0.165 0.008
C 3.62091 2.97306 0.35181 1.950 -0.941 -1.892 0.053
C 4.41405 2.11884 -0.49133 -0.399 2.655 0.993 0.035
C 3.88683 0.84383 -0.41939 -1.395 -0.527 0.915 0.037
C 3.66437 -1.38184 2.69785 0.220 -1.057 0.007 -0.123
C 4.26906 -2.58541 3.02470 -0.782 0.857 -0.824 -0.047
C 3.84111 -3.55977 2.05953 -0.578 0.814 -0.313 -0.057
C 2.98661 -2.92863 1.17914 0.332 -0.229 0.364 -0.124
C -2.33252 1.69182 1.23554 0.417 0.401 -0.714 -0.132
C -2.65161 2.61853 0.25389 0.024 -1.172 0.760 -0.045
C -2.88597 1.88744 -0.94756 0.115 -0.789 0.343 -0.058
C -2.65330 0.54944 -0.68117 0.099 0.897 0.074 -0.153
C -3.81045 -2.13359 1.11337 1.558 0.524 0.932 0.041
C -4.69152 -2.81553 1.93845 -0.011 -0.818 2.690 0.043
C -4.07302 -2.93130 3.23599 -2.237 -0.453 -1.889 0.049
C -2.84543 -2.30518 3.16043 1.108 1.325 -2.196 0.024
H 1.56173 -1.93945 -0.85388 -0.464 0.037 -0.287 0.085
H 0.78480 -0.37858 -1.15251 -0.218 -0.143 0.178 0.054
H -1.11601 -1.87312 -0.94619 0.233 0.078 -0.196 0.079
H -0.34922 -2.81472 0.30043 -0.024 0.059 0.127 0.095
H 1.84631 2.39874 1.63290 0.054 -0.037 -0.217 0.111
H 3.77482 4.02520 0.52908 -0.016 -0.013 0.005 0.133
H 5.27286 2.43376 -1.07591 -0.167 -0.157 0.156 0.136
H 4.19985 -0.08896 -0.86950 0.065 0.105 -0.024 0.154
H 3.65078 -0.43132 3.20862 0.166 -0.121 -0.113 0.082
H 4.93000 -2.76306 3.85548 0.017 0.079 0.021 0.108
H 4.12282 -4.60137 2.03805 -0.053 0.078 -0.064 0.109
H 2.40525 -3.31297 0.34872 0.329 -0.035 0.198 0.098
H -2.18735 1.78567 2.29973 0.164 0.139 -0.076 0.084
H -2.72866 3.69001 0.37711 -0.153 -0.186 0.105 0.109
H -3.18453 2.32167 -1.88736 -0.116 -0.237 0.338 0.078
H -2.73019 -0.34141 -1.27750 0.121 0.189 -0.174 0.071
H -3.90209 -1.82478 0.07888 -0.044 -0.068 0.171 0.137
H -5.67390 -3.16536 1.65337 0.101 -0.025 0.076 0.132
H -4.45848 -3.39003 4.13900 -0.126 0.032 -0.289 0.136
H -2.10386 -2.10073 3.91026 0.144 -0.120 0.055 0.110
C -1.12179 0.04346 5.24968 0.361 -0.317 0.271 -0.164
O -1.37904 0.19339 3.87677 -0.730 0.500 1.311 -0.312
H -1.72969 0.75979 5.84127 0.039 -0.108 -0.505 0.121
H -0.05779 0.20984 5.48909 -0.614 -0.241 0.036 0.049
H -1.44405 -0.95470 5.63089 0.167 0.432 -0.292 0.096
```
Forces are in eV/Å.

Properties
net charge: +2
DFT total energy: -59693.78128 eV
highest occupied orbital energy (alpha / beta): -10.929 / -13.015 eV
spin multiplicity: 5
Kohn-Sham gap (alpha / beta): 5.41 / 3.60 eV

DFT total energy of number 4 (C28H38N4OP2Pd)? -59693.78128 eV

Copy entry 3 word for word.
The following is a quantum chemistry calculation of one molecule with the formula C6H7N3O, from the Open Molecules 2025 dataset.

```
17
Properties=species:S:1:pos:R:3:forces:R:3:lowdin_charge:R:1
C -1.04014 -2.64002 0.03811 -2.998 -0.441 0.712 -0.171
C -0.96896 -1.58841 0.89830 -1.009 0.605 -0.759 -0.058
C 0.98662 1.78129 -0.74269 -0.268 -0.275 -0.618 -0.096
C 1.56043 1.01032 0.15267 0.320 0.109 1.030 -0.054
C -0.47539 1.85376 -0.78453 -0.937 -0.673 -0.431 -0.310
C 0.59149 0.28829 1.02569 -2.293 1.593 -3.310 -0.007
N 0.06360 -2.70239 -0.68698 1.147 -1.527 -1.163 -0.015
N 0.87250 -1.78594 -0.38812 -0.191 2.252 0.454 0.073
N 0.19584 -0.96918 0.53810 -0.055 -1.194 1.307 -0.101
O -0.93951 1.32898 0.41373 2.006 -2.347 1.377 -0.148
H -1.98171 -3.21174 -0.16323 1.466 0.203 0.252 0.118
H -1.84997 -1.19004 1.44654 1.427 0.040 -0.194 0.142
H 1.45620 2.25051 -1.54976 1.321 0.838 -0.810 0.097
H 2.64047 1.00422 0.27810 -0.247 -0.482 0.030 0.117
H -0.80113 2.90715 -0.77107 0.008 -0.203 -0.740 0.121
H -0.81942 1.27450 -1.77925 0.335 1.196 1.952 0.163
H 0.50909 0.38869 2.07439 -0.031 0.304 0.913 0.130
```
Forces are in eV/Å.

Properties
DFT total energy: -12848.73677 eV
highest occupied orbital energy: -9.453 eV
Kohn-Sham gap: 9.43 eV

The highest DFT total energy belongs to which entry? C6H7N3O

Which of these has the lowest DFT total energy? C32H25FeN3O3P